The following is a quantum chemistry calculation of a 2-piece molecular cluster, C21H41NO5PS2 overall at a distorted geometry, from the Open Molecules 2025 dataset.

Element x y z (Å)
C1 2.75098 -0.08373 0.98318
C2 2.77854 -1.07084 0.08604
C3 3.20943 -1.02024 -1.35792
P1 1.94026 -0.61119 -2.76925
S1 0.75427 0.04007 -4.55730
S2 2.29422 1.57318 -2.35211
C4 0.41842 -0.72701 -1.61111
C5 -0.96955 -0.95027 -2.24246
C6 -1.90494 0.26445 -2.48574
C7 -1.49652 1.64387 -1.95019
C8 -2.30049 2.12254 -0.69332
C9 -1.46469 1.83950 0.57173
C10 -1.64465 0.33969 1.00063
C11 -2.20583 0.30012 2.41204
O1 -2.59813 -1.01335 2.89802
C12 -2.18326 -2.06768 2.12841
C13 -0.77207 -2.60510 2.21651
O2 -2.93733 -2.55411 1.38163
N1 1.67503 -2.36673 -3.24467
C14 2.04967 -3.40816 -2.41113
C15 3.35409 -4.17492 -2.77330
O3 1.44529 -3.84798 -1.49433
C16 1.71327 -2.69118 -4.62965
C17 0.44713 -3.32587 -5.20767
O4 2.64480 -2.55537 -5.33524
H1 3.14136 -0.30584 1.97454
H2 2.30659 0.89536 0.85193
H3 2.49418 -2.05683 0.46642
H4 3.86736 -0.15574 -1.36449
H5 3.93502 -1.79926 -1.61477
H6 3.07837 -0.59454 -3.64807
H7 0.91313 1.36970 -4.64124
H8 1.72267 1.90898 -1.18001
H9 0.51202 -1.62181 -0.98932
H10 0.40995 0.09087 -0.89649
H11 -0.94541 -1.65026 -3.07212
H12 -1.52977 -1.53383 -1.49190
H13 -2.02962 0.36483 -3.56557
H14 -2.91459 0.04526 -2.12424
H15 -0.44867 1.80022 -1.71805
H16 -1.73283 2.37472 -2.72899
H17 -2.39957 3.20649 -0.78482
H18 -3.27185 1.62773 -0.68353
H19 -1.83533 2.48110 1.37641
H20 -0.41155 2.04576 0.40018
H21 -0.65416 -0.10257 0.95465
H22 -2.30699 -0.09975 0.26162
H23 -3.04731 0.99001 2.48945
H24 -1.42742 0.66813 3.08174
H25 -0.65068 -3.33152 1.42132
H26 -0.00983 -1.83805 2.10171
H27 -0.61923 -3.12630 3.16465
H28 3.92684 -4.21180 -1.84933
H29 3.94889 -3.63672 -3.50977
H30 3.08627 -5.17123 -3.11891
H31 0.68362 -4.11503 -5.91199
H32 -0.13576 -2.52357 -5.65897
H33 -0.15097 -3.67041 -4.36009
C18 -0.74279 4.70847 5.48080
C19 -1.59591 3.65087 6.16762
C20 -2.05178 2.80501 4.98824
O5 -1.01018 2.87329 4.00964
C21 -0.08482 3.90278 4.37077
H34 -0.02143 5.18956 6.14062
H35 -1.38380 5.48352 5.05284
H36 -0.97610 3.05290 6.84057
H37 -2.42614 4.05932 6.74300
H38 -2.96719 3.20718 4.53998
H39 -2.22807 1.76308 5.25917
H40 0.83680 3.42482 4.71965
H41 0.14875 4.50538 3.49233

Values from the calculation:
Charge: -1
Electronic energy: -65126.3934 eV
HOMO-LUMO gap: 6.861 eV
HOMO energy: -4.5059 eV